Record 1
A structure of composition C4H7N2O in a non-equilibrium geometry. Source: the Open Molecules 2025 dataset; level of theory: wB97M-V/def2-TZVPD.

Calculated values
- LUMO (alpha / beta): -6.741 / -6.741 eV
- Energy relative to the best compared isomer or geometry (same formula, charge and spin): 7.707 eV
- F_max: 7.73 eV Å⁻¹
- HOMO-LUMO gap (alpha / beta): 0.2975 / 0.2974 Eh
- Total charge: +1

Structure (XYZ):
```
14
C4H7N2O wB97M-V/def2-TZVPD
C 1.11 -1.51 -0.02
C -0.20 -1.77 0.01
C 1.23 0.00 -0.19
C -0.68 1.76 0.01
N -0.06 0.45 -0.05
N -0.80 -0.58 0.03
O -2.54 -0.54 0.08
H 1.99 -1.96 0.14
H -0.94 -2.51 0.29
H 1.80 0.21 0.72
H 1.80 0.18 -1.15
H -0.10 2.60 -0.36
H -1.59 1.67 -0.56
H -1.02 2.00 1.06
```


Record 2
A cluster of 9 separate species, C11H40N2O9 in total in a non-equilibrium geometry. Source: the Open Molecules 2025 dataset; level of theory: wB97M-V/def2-TZVPD.

Calculated values
- LUMO: 0.186 eV
- Energy relative to the best compared isomer or geometry (same formula, charge and spin): 0.000 eV
- F_max: 7.26 eV Å⁻¹
- HOMO-LUMO gap: 0.3314 Eh
- SMILES: NC(N)=O.CCO.CCO.CO.CO.CO.CO.CO.CO
- Total charge: 0

Structure (XYZ):
```
62
C11H40N2O9 wB97M-V/def2-TZVPD
C 1.10 -1.06 2.61
C 0.14 -1.00 1.37
O -0.50 -2.23 1.08
H 0.56 -1.20 3.59
H 1.74 -0.21 2.50
H 1.77 -1.88 2.54
H 0.76 -0.74 0.48
H -0.62 -0.19 1.49
H -1.37 -2.10 0.69
C -0.54 0.91 -1.65
C 0.05 0.68 -3.06
O -1.02 0.42 -3.96
H -0.94 1.91 -1.56
H 0.20 0.87 -0.86
H -1.22 0.13 -1.40
H 0.71 -0.17 -3.08
H 0.61 1.55 -3.38
H -0.69 0.41 -4.89
C -0.18 3.93 0.93
O 0.55 4.90 1.55
N -1.21 4.17 0.18
N -0.04 2.65 1.10
H -1.47 5.16 0.08
H -1.89 3.38 -0.01
H 0.71 2.38 1.77
H -0.66 1.97 0.67
C 3.50 -0.53 -0.07
O 2.53 -0.33 -1.05
H 4.45 -0.92 -0.59
H 3.08 -1.22 0.65
H 3.73 0.38 0.52
H 2.51 -0.99 -1.72
C -3.62 -2.28 0.58
O -2.99 -1.21 -0.08
H -4.53 -1.82 1.02
H -2.99 -2.58 1.40
H -3.96 -3.05 -0.08
H -3.56 -0.90 -0.82
C 2.39 -4.06 0.23
O 1.22 -4.51 0.80
H 2.08 -3.64 -0.69
H 2.99 -4.89 -0.09
H 2.84 -3.39 0.94
H 0.74 -3.72 1.08
C 3.70 3.40 1.93
O 2.81 2.34 1.62
H 3.21 4.31 1.55
H 4.65 3.25 1.37
H 3.92 3.58 3.02
H 2.79 2.33 0.67
C -0.92 -2.75 -2.09
O -1.83 -2.08 -2.89
H -0.06 -2.15 -1.83
H -0.54 -3.60 -2.66
H -1.41 -3.08 -1.17
H -1.31 -1.30 -3.18
C -3.82 1.80 0.83
O -3.06 2.16 -0.27
H -3.19 1.17 1.45
H -4.76 1.34 0.57
H -4.01 2.80 1.23
H -3.15 1.47 -0.97
```


Record 3
A structure of composition C30H83N7O9 in a non-equilibrium geometry. Source: the Open Molecules 2025 dataset; level of theory: wB97M-V/def2-TZVPD.

Calculated values
- LUMO: 0.462 eV
- Energy relative to the best compared isomer or geometry (same formula, charge and spin): 51.431 eV
- F_max: 18.72 eV Å⁻¹
- HOMO-LUMO gap: 0.1546 Eh
- Total charge: 0

Structure (XYZ):
```
129
C30H83N7O9 wB97M-V/def2-TZVPD
C 2.96 -0.32 -1.95
C 1.60 -0.88 -2.50
C 1.11 -0.17 -3.81
O 0.50 1.10 -3.59
C -0.12 1.54 -4.78
N 1.70 -2.31 -2.54
H 3.22 -0.73 -0.97
H 2.92 0.76 -1.86
H 3.82 -0.39 -2.62
H 0.97 -0.45 -1.72
H 0.47 -0.88 -4.33
H 1.95 0.04 -4.47
H -0.66 2.47 -4.60
H -0.76 0.69 -5.04
H 0.63 1.89 -5.48
H 1.91 -2.76 -1.66
H 2.58 -2.58 -2.95
C 0.15 4.18 -1.56
C 0.81 3.23 -0.52
C 2.23 3.65 -0.09
O 2.96 3.92 -1.28
C 3.69 2.81 -1.94
N 0.09 2.95 0.65
H -0.64 3.64 -2.08
H 0.80 4.51 -2.37
H -0.25 5.06 -1.06
H 0.94 2.28 -1.05
H 2.85 3.01 0.54
H 2.18 4.55 0.53
H 4.46 2.45 -1.25
H 4.13 3.02 -2.91
H 3.08 1.92 -2.08
H -0.06 3.77 1.23
H -0.84 2.69 0.38
C -3.60 0.77 -1.76
C -2.48 1.20 -2.65
C -2.72 2.63 -3.36
O -1.65 2.99 -4.25
C -1.56 4.40 -4.56
N -1.22 1.21 -1.96
H -3.30 0.01 -1.04
H -4.46 0.48 -2.36
H -3.98 1.57 -1.12
H -2.50 0.61 -3.57
H -2.95 3.38 -2.61
H -3.54 2.57 -4.08
H -1.77 5.00 -3.68
H -2.17 4.69 -5.42
H -0.52 4.57 -4.82
H -1.06 0.35 -1.47
H -0.45 1.34 -2.59
C 4.51 -1.97 5.37
C 4.63 -2.16 3.80
C 3.36 -1.67 3.00
O 2.20 -2.44 3.31
C 0.92 -1.94 2.83
N 5.87 -1.51 3.45
H 4.57 -1.01 5.87
H 5.38 -2.48 5.78
H 3.64 -2.59 5.59
H 4.66 -3.22 3.57
H 3.47 -1.82 1.93
H 3.08 -0.66 3.29
H 0.14 -2.64 3.11
H 1.04 -1.88 1.74
H 0.63 -1.00 3.31
H 5.55 -0.62 3.79
H 5.92 -1.57 2.44
C -5.25 1.09 0.22
C -5.53 -0.42 0.37
C -4.16 -1.17 0.44
O -3.29 -1.09 1.55
C -2.50 -2.20 1.82
N -6.29 -0.65 1.63
H -4.98 1.37 -0.80
H -4.61 1.72 0.83
H -6.25 1.54 0.28
H -6.21 -0.71 -0.44
H -3.58 -0.59 -0.28
H -4.35 -2.20 0.14
H -3.08 -3.12 1.93
H -1.88 -2.00 2.69
H -1.76 -2.51 1.08
H -5.93 -0.13 2.42
H -6.31 -1.65 1.81
C -0.81 -3.30 -0.84
C 0.61 -2.87 -1.05
C 1.55 -2.84 0.19
O 1.83 -4.16 0.74
C 2.89 -4.29 1.74
N 1.09 -3.59 -2.26
H -1.42 -3.19 -1.73
H -1.35 -2.79 -0.05
H -0.98 -4.33 -0.54
H 0.54 -1.78 -1.11
H 1.44 -2.13 1.00
H 2.45 -2.44 -0.26
H 2.72 -5.24 2.24
H 2.98 -3.64 2.61
H 3.85 -4.16 1.25
H 1.19 -4.52 -1.89
H 0.50 -3.59 -3.08
C -0.73 -0.49 -0.90
C -0.08 -0.76 0.47
C 0.58 0.52 1.08
O 1.40 0.21 2.16
C 2.32 1.24 2.48
N -1.05 -1.25 1.33
H -1.56 0.20 -0.82
H -1.22 -1.36 -1.35
H 0.04 -0.14 -1.59
H 0.75 -1.46 0.34
H -0.18 1.29 1.24
H 1.19 1.04 0.34
H 2.79 1.06 3.44
H 2.00 2.28 2.46
H 3.10 1.17 1.72
H -1.73 -0.51 1.27
H -0.73 -1.03 2.26
C -2.22 1.51 2.38
C -1.70 0.77 3.65
O -2.82 0.07 4.23
O -2.07 0.59 1.33
H -1.51 2.30 2.16
H -3.13 2.12 2.42
H -1.44 1.38 4.51
H -0.91 0.08 3.32
H -2.39 -0.42 4.93
H -2.80 -0.03 1.32
```


- Look up the F_max of the third one.
  18.72 eV Å⁻¹


- Among the records above, which one has the lowest energy relative to the best compared isomer or geometry (same formula, charge and spin)?
  C11H40N2O9